Record 1
14
Properties=species:S:1:pos:R:3:nbo_charge:R:1 method="wB97M-V/def2-TZVPD" s2=2.025 relative_energy_ev=1.477 orbital_gap_ev="6.16 / 6.08" charge=0 spin_multiplicity=3
C -1.474 0.438 -0.325 0.277
C 0.138 -1.533 0.819 -0.609
C 0.048 0.287 -0.254 0.157
N 0.883 0.273 -1.479 0.489
N 0.470 1.278 0.763 0.444
O -2.233 -0.290 -0.858 -0.326
O 1.759 -0.532 -1.593 -0.297
O 0.576 1.146 -2.264 -0.311
O -0.196 1.258 1.796 -0.401
O 1.483 1.914 0.573 -0.339
H -1.861 1.209 0.445 0.273
H 1.202 -1.903 0.580 0.236
H -0.446 -1.445 1.748 0.227
H -0.348 -2.099 0.050 0.180

---

Record 2
21
Properties=species:S:1:pos:R:3:nbo_charge:R:1 method="wB97M-V/def2-TZVPD" relative_energy_ev=6.028 orbital_gap_ev=7.73 charge=0 spin_multiplicity=1
C -0.519 1.331 1.127 -0.473
N -1.751 0.971 0.419 -0.644
C -1.753 1.013 -1.157 -0.083
N -0.820 0.120 -1.790 -0.823
H 0.206 1.988 0.542 0.198
H 0.122 0.430 1.595 0.221
H -0.738 1.875 2.032 0.216
H -1.934 -0.027 0.575 0.369
H -2.832 0.703 -1.270 0.211
H -1.528 2.105 -1.248 0.187
H -1.269 -0.288 -2.577 0.392
H 0.121 0.445 -1.940 0.413
H -0.860 -2.416 0.806 0.444
H 0.156 -0.550 -0.004 0.385
O -0.407 -1.805 1.386 -0.987
H 2.392 -0.643 -0.215 0.506
H 3.204 0.587 -0.795 0.476
O 2.429 0.055 -0.899 -1.000
H 2.367 -1.904 1.820 0.484
H 1.183 -2.018 0.770 0.513
O 2.229 -1.973 0.820 -1.006

---

Record 3
76
Properties=species:S:1:pos:R:3:mulliken_charge:R:1 method="wB97M-V/def2-TZVPD" relative_energy_ev=0.000 smiles="CC(=O)OCCCC(=O)O[C@@](N)(F)C[C@@H](C)Br.C[N+](=O)[O-].C[N+](=O)[O-].C[N+](=O)[O-].C[N+](=O)[O-].C[N+](=O)[O-].C[N+](=O)[O-]" orbital_gap_ev=9.50 charge=0 spin_multiplicity=1
C -1.082 4.611 2.113 -0.676
C -2.028 4.733 0.955 0.696
O -2.705 5.694 0.726 -0.585
O -2.029 3.632 0.163 -0.101
C -2.103 3.872 -1.250 -0.853
C -1.051 3.050 -1.987 -0.697
C 0.340 3.037 -1.335 0.288
C 0.894 1.694 -0.941 -0.207
O 2.076 1.477 -0.933 -0.617
O 0.014 0.674 -0.672 0.023
C -0.129 0.312 0.715 0.648
N 1.023 -0.312 1.280 -0.321
F -0.325 1.473 1.404 -0.260
C -1.294 -0.676 0.759 -0.427
C -2.290 -0.542 1.903 -0.007
C -1.675 -0.322 3.280 -1.268
Br -3.646 0.818 1.554 -0.130
H -0.911 3.572 2.382 0.063
H -1.485 5.156 2.965 0.375
H -0.131 5.066 1.820 0.134
H -3.098 3.584 -1.595 0.293
H -1.964 4.939 -1.427 0.421
H -1.403 2.032 -2.164 0.418
H -0.965 3.530 -2.966 0.332
H 0.362 3.694 -0.460 -0.142
H 1.078 3.422 -2.038 0.593
H 1.793 0.329 1.437 0.301
H 1.338 -1.043 0.651 0.271
H -1.820 -0.661 -0.196 0.472
H -0.845 -1.663 0.869 -0.482
H -2.853 -1.475 1.916 0.465
H -2.414 -0.565 4.043 0.433
H -1.421 0.728 3.418 0.369
H -0.795 -0.953 3.412 0.067
C 1.458 -0.941 -3.142 -0.665
N 1.220 -2.020 -4.140 1.025
O 0.615 -3.009 -3.790 -0.561
O 1.662 -1.830 -5.259 -0.626
H 1.016 -1.239 -2.200 0.199
H 2.533 -0.806 -3.058 0.300
H 0.996 -0.037 -3.527 0.263
C -2.239 -5.354 -0.190 -0.930
N -1.385 -4.303 0.424 0.734
O -1.709 -3.864 1.508 -0.204
O -0.406 -3.943 -0.201 -0.500
H -3.063 -5.550 0.486 0.328
H -2.580 -4.968 -1.146 0.329
H -1.611 -6.227 -0.340 0.314
C -3.245 -5.384 4.704 -0.828
N -3.442 -4.175 3.859 0.963
O -2.711 -3.229 4.056 -0.463
O -4.316 -4.225 3.016 -0.569
H -2.430 -5.187 5.391 0.320
H -4.181 -5.571 5.221 0.292
H -3.013 -6.207 4.035 0.291
C 3.929 5.279 -0.831 -0.710
N 2.516 5.747 -0.834 0.942
O 1.894 5.667 -1.873 -0.529
O 2.067 6.157 0.218 -0.541
H 4.174 4.936 -1.829 0.306
H 4.545 6.119 -0.524 0.291
H 3.995 4.477 -0.102 0.272
C 4.026 -0.044 -6.703 -0.532
N 4.863 0.962 -5.992 0.896
O 4.467 1.369 -4.917 -0.512
O 5.891 1.310 -6.534 -0.552
H 3.155 -0.251 -6.095 0.176
H 3.759 0.379 -7.667 0.282
H 4.636 -0.932 -6.839 0.274
C 0.928 -3.324 3.133 -0.519
N 0.281 -4.206 4.142 1.051
O 0.293 -3.859 5.303 -0.572
O -0.234 -5.229 3.726 -0.556
H 1.330 -2.458 3.644 0.372
H 1.705 -3.904 2.642 0.326
H 0.157 -3.045 2.423 -0.063

---

Record 4
76
Properties=species:S:1:pos:R:3:mulliken_spin:R:1 method="wB97M-V/def2-TZVPD" s2=6.043 relative_energy_ev=1.351 orbital_gap_ev="6.91 / 6.18" charge=+2 spin_multiplicity=5
Ir -0.622 1.497 0.083 1.577
C 0.651 5.941 -0.024 0.000
C -0.035 4.783 0.388 -0.003
N 0.415 3.573 0.144 0.146
C 1.594 3.421 -0.529 -0.032
C 2.318 4.519 -1.022 -0.008
C 1.810 5.809 -0.736 0.004
C 3.499 4.275 -1.764 0.042
C 3.910 2.992 -1.994 -0.018
C 3.198 1.889 -1.470 0.042
C 2.069 2.093 -0.722 0.017
N 1.284 1.105 -0.084 0.175
C 1.831 0.240 0.858 0.180
C 3.136 -0.062 1.052 0.093
C 3.535 -0.859 2.173 0.221
C 2.660 -1.184 3.178 0.004
C 1.315 -0.807 3.088 0.302
C 0.422 -0.826 4.164 -0.099
C -0.796 -0.203 4.066 0.239
C -1.082 0.565 2.908 0.005
N -0.330 0.563 1.847 0.191
C 0.777 -0.396 1.746 -0.201
H 0.244 6.913 0.217 0.001
H -0.975 4.856 0.923 0.006
H 2.347 6.682 -1.085 0.001
H 4.065 5.113 -2.150 0.001
H 4.800 2.809 -2.579 0.000
H 3.545 0.885 -1.673 -0.001
H 3.902 0.332 0.404 0.002
H 4.581 -1.118 2.272 0.001
H 3.019 -1.655 4.085 0.003
H 0.731 -1.277 5.100 -0.001
H -1.486 -0.170 4.896 0.010
H -1.941 1.227 2.888 0.014
N -1.046 2.143 -1.899 -0.036
C -2.502 2.430 -2.071 0.013
C -3.042 2.008 -3.441 -0.004
C -2.733 0.586 -3.931 0.001
C -3.601 -0.557 -3.401 0.000
N -3.553 -0.788 -1.958 0.000
C -2.527 -1.288 -1.281 0.009
N -2.577 -1.366 0.047 0.012
N -1.420 -1.697 -1.915 -0.004
C -3.306 1.874 -0.889 0.006
O -4.500 1.710 -0.978 0.019
O -2.619 1.602 0.198 0.020
H -0.496 2.950 -2.180 -0.006
H -0.775 1.388 -2.524 0.002
H -2.622 3.513 -1.985 0.002
H -2.642 2.705 -4.180 0.001
H -4.121 2.168 -3.418 0.000
H -1.674 0.333 -3.807 0.002
H -2.881 0.585 -5.012 0.000
H -3.344 -1.485 -3.919 0.000
H -4.646 -0.365 -3.635 0.000
H -4.307 -0.388 -1.416 0.000
H -3.285 -0.833 0.528 0.002
H -1.702 -1.537 0.546 -0.014
H -1.450 -1.912 -2.897 0.002
H -0.667 -2.096 -1.373 -0.012
N 0.209 -1.563 1.027 0.299
C 0.879 -2.623 0.719 0.684
N 1.142 -3.706 1.380 0.044
C 0.583 -4.031 2.708 0.026
C -0.108 -5.386 2.641 -0.006
O 0.767 -6.378 2.158 0.002
C 1.176 -6.092 0.837 0.006
C 1.950 -4.785 0.791 -0.002
H -0.118 -3.246 2.983 0.021
H 1.404 -4.062 3.427 0.007
H -0.996 -5.319 1.998 0.002
H -0.423 -5.688 3.638 0.001
H 0.301 -6.037 0.175 0.000
H 1.810 -6.912 0.508 0.000
H 2.208 -4.502 -0.227 -0.013
H 2.862 -4.876 1.383 0.003

---

Record 5
13
Properties=species:S:1:pos:R:3:nbo_charge:R:1 method="wB97M-V/def2-TZVPD" relative_energy_ev=4.466 orbital_gap_ev="7.21 / 6.37" charge=+1 spin_multiplicity=1
C 0.693 1.507 0.148 0.023
C 2.080 1.142 0.213 -0.440
C 1.339 -1.308 -0.561 -0.339
C -2.339 -0.910 -0.031 -0.735
N -0.283 0.638 0.066 -0.549
S 2.596 -0.477 0.088 0.679
S -1.715 0.693 -0.611 0.819
H 0.534 2.571 0.331 0.250
H 2.896 1.895 0.472 0.288
H 1.338 -2.448 -0.423 0.232
H -3.381 -0.710 0.003 0.259
H -1.907 -1.091 1.027 0.267
H -1.851 -1.501 -0.722 0.247